22
Properties=species:S:1:pos:R:3:lowdin_charge:R:1 method="wB97M-V/def2-TZVPD" orbital_gap_ev=9.683 multiplicity=1
C -0.9397 0.8062 1.6830 -0.076
C 1.5628 -1.8510 -0.2739 -0.147
C 0.4242 2.2765 -0.8232 -0.122
C 0.2013 0.4052 0.6785 -0.300
C 0.3566 -1.4106 0.4460 -0.314
N -0.1499 0.9605 -0.6171 -0.176
O -2.3270 -0.8184 -0.4923 -0.336
O -0.7609 -2.0834 -2.0366 -0.488
S -1.2023 -2.0303 -0.6607 0.909
H -1.2539 1.8620 1.4565 0.090
H -1.7908 0.1234 1.7633 0.062
H -0.4718 0.7403 2.6820 0.069
H 2.4482 -1.4822 0.0365 0.024
H 1.5632 -3.0470 -0.0058 0.149
H 1.5493 -1.6189 -1.3472 0.076
H -0.3222 2.9301 -1.4528 0.106
H 0.6589 2.9311 0.0980 0.111
H 1.2735 2.0502 -1.4289 0.059
H 1.2837 0.7265 0.9310 0.141
H 0.0966 -1.8713 1.3521 0.061
H -2.0184 0.0898 -0.6282 0.029
H -0.1813 0.3113 -1.3603 0.071



15
Properties=species:S:1:pos:R:3:lowdin_charge:R:1 method="wB97M-V/def2-TZVPD" orbital_gap_ev="7.544 / 7.545" multiplicity=1
C -1.1133 1.2586 -1.7830 0.002
N -0.7483 0.6622 -0.6619 -0.217
C -0.1820 1.4062 0.4403 -0.045
C 0.5644 0.5922 1.1742 -0.006
C 0.5579 -0.7700 0.5147 -0.421
N 0.6266 -1.9173 1.4068 0.034
C -0.6433 -0.6546 -0.3760 -0.086
H 1.4468 -0.7280 -0.1595 0.147
H -1.2922 0.6294 -2.6428 0.062
H -1.1012 2.3349 -1.8413 0.052
H -0.3848 2.4675 0.5048 0.120
H 1.1389 0.8515 2.0560 0.113
H 1.5992 -2.0374 1.6816 0.070
H 0.4036 -2.7491 0.8657 0.069
H -0.8722 -1.3462 -1.1797 0.106



11
Properties=species:S:1:pos:R:3:lowdin_charge:R:1 method="wB97M-V/def2-TZVPD" orbital_gap_ev=8.486 multiplicity=1
C 0.2651 -0.3332 0.1484 -0.544
C -1.3956 1.0100 0.0435 -0.116
C -1.9766 -0.2153 -0.1463 0.000
H 1.9339 1.5295 -0.2359 0.193
H 3.3568 0.3465 0.6070 0.167
H -1.8359 2.0254 -0.1681 0.154
H -3.0107 -0.7794 -0.5532 0.197
N 2.3408 0.2874 -0.1407 -0.175
N 1.4075 -0.8174 -0.1609 0.032
O -0.1209 0.8356 0.1088 0.069
O -0.8840 -1.1081 0.1648 0.025



49
Properties=species:S:1:pos:R:3:lowdin_charge:R:1 method="wB97M-V/def2-TZVPD" orbital_gap_ev="5.093 / 5.306" total_charge=-1 multiplicity=1
Ti -1.4816 0.6515 0.3582 0.877
N 4.8563 -0.4472 -0.3400 0.108
C 3.5900 -0.9437 -0.6056 -0.328
C 2.9039 -0.5520 -1.7606 -0.022
C 1.6248 -1.0096 -2.0018 -0.049
C 1.0032 -1.8488 -1.0872 -0.298
C 1.6668 -2.2364 0.0616 -0.060
C 2.9577 -1.8007 0.2979 -0.039
S -0.6469 -2.3963 -1.4096 0.624
O -0.7334 -2.7465 -2.8014 -0.302
O -0.9596 -3.4266 -0.4374 -0.335
N -1.4669 -1.0309 -1.0832 -0.156
C -2.7960 -0.9741 -1.3023 -0.475
N -3.3297 0.0720 -0.6212 0.014
C -4.6090 0.3751 -0.8042 -0.093
C -5.3992 -0.3964 -1.6308 -0.062
C -4.7894 -1.5107 -2.2052 -0.129
N -3.5133 -1.8213 -2.0566 0.148
H 5.3757 -0.0995 -1.1276 0.087
H 5.4130 -0.9709 0.3133 0.086
H 3.3808 0.1227 -2.4620 0.112
H 1.0926 -0.7145 -2.8974 0.121
H 1.1702 -2.8991 0.7580 0.100
H 3.4779 -2.1056 1.1990 0.110
H -4.9836 1.2272 -0.2492 0.121
H -6.4434 -0.1762 -1.7927 0.092
H -5.3683 -2.1938 -2.8199 0.106
Cl 4.3976 4.8272 0.7963 0.591
C 3.1587 3.5862 0.8320 -0.685
C 3.4081 2.4126 1.5633 -0.135
C 2.4375 1.4430 1.5877 -0.030
C 1.2069 1.5949 0.9164 -0.315
O 0.3054 0.6333 0.9969 -0.200
C 0.9760 2.7827 0.1546 -0.154
C -0.1967 2.9987 -0.6005 -0.197
O -1.1461 2.1254 -0.7345 -0.192
C 1.9955 3.7763 0.1525 -0.084
H 4.3453 2.2869 2.0865 0.090
H 2.5847 0.5248 2.1432 0.110
H -0.3156 3.9424 -1.1311 0.109
H 1.8392 4.6884 -0.4106 0.105
Cl -2.1180 -1.2547 2.4389 0.630
C -1.1556 -2.7454 2.5266 -0.979
Cl -1.6504 -3.7566 3.8919 0.508
H -0.1232 -2.4553 2.6801 0.024
H -1.2900 -3.2908 1.6003 -0.007
O -4.6051 2.1264 2.8529 0.017
C -3.5536 1.9018 2.3341 -0.550
N -2.4931 1.7038 1.8303 -0.016



17
Properties=species:S:1:pos:R:3:lowdin_charge:R:1 method="wB97M-V/def2-TZVPD" orbital_gap_ev="7.464 / 6.720" total_charge=-3 multiplicity=2
Cu -0.1102 0.1349 0.0185 0.515
N -3.3645 0.4046 -1.0550 -0.584
O -2.2195 0.2474 -0.5843 -0.065
O -4.2112 -0.5028 -1.1556 -0.088
O -3.6283 1.5725 -1.5397 -0.122
N 0.0756 -2.6897 1.9387 -0.608
O 0.1018 -1.4462 1.5928 -0.107
O 0.6599 -3.4959 1.2246 -0.042
O -0.7038 -2.9510 2.8558 -0.080
N 2.9769 -0.3382 -1.0774 -0.580
O 3.5168 0.6515 -1.5491 -0.033
O 3.3275 -1.5558 -1.3413 -0.135
O 1.8602 -0.3046 -0.5305 -0.067
C 0.2062 2.7525 0.3960 -0.852
O -0.2214 2.1368 -0.5676 0.009
O 1.2346 3.4901 0.0333 -0.109
O 0.4993 1.8940 1.3405 -0.052



11
Properties=species:S:1:pos:R:3:lowdin_charge:R:1 method="wB97M-V/def2-TZVPD" orbital_gap_ev=8.189 multiplicity=1
C -1.4187 -0.2055 -0.2495 -0.310
C -0.2858 -0.8429 -0.2495 -0.130
C 0.8410 -0.0130 -0.1637 -0.850
H -2.8977 -1.7692 0.8393 0.214
H -3.1582 -0.0376 0.9142 0.095
H -0.0351 -1.9624 -0.1798 0.152
H -1.7044 2.0695 -0.4776 0.244
N -2.8656 -0.7060 0.0493 -0.013
N -1.1036 1.1817 0.0121 -0.001
O 0.2915 1.2634 0.1202 -0.092
S 2.4018 -0.3356 0.0930 0.690



Please write out number 2 again, unchanged.
15
Properties=species:S:1:pos:R:3:lowdin_charge:R:1 method="wB97M-V/def2-TZVPD" orbital_gap_ev="7.544 / 7.545" multiplicity=1
C -1.1133 1.2586 -1.7830 0.002
N -0.7483 0.6622 -0.6619 -0.217
C -0.1820 1.4062 0.4403 -0.045
C 0.5644 0.5922 1.1742 -0.006
C 0.5579 -0.7700 0.5147 -0.421
N 0.6266 -1.9173 1.4068 0.034
C -0.6433 -0.6546 -0.3760 -0.086
H 1.4468 -0.7280 -0.1595 0.147
H -1.2922 0.6294 -2.6428 0.062
H -1.1012 2.3349 -1.8413 0.052
H -0.3848 2.4675 0.5048 0.120
H 1.1389 0.8515 2.0560 0.113
H 1.5992 -2.0374 1.6816 0.070
H 0.4036 -2.7491 0.8657 0.069
H -0.8722 -1.3462 -1.1797 0.106



What is the multiplicity in the fifth record? 2